1.
Computed, not measured: a structure of composition C6H9N, with wB97M-V/def2-TZVPD.

Properties
ΔE to the lowest compared entry with this formula, charge and spin, kJ/mol: 452.8
Lowest unoccupied orbital energy, eV: 0.80
Strongest force on any atom, Eh/bohr: 0.0107

Atoms and positions in Å:
N 1.01266 -0.38167 0.96038
C -0.15110 0.05889 1.27662
C -1.18518 0.17283 0.24095
C 0.07064 -0.83634 -1.78133
C -0.74469 -0.20879 -0.97231
C -0.49956 0.54733 2.66562
C 1.08268 -0.30654 -2.74173
H 1.47499 0.67374 -2.44774
H -2.17647 0.55758 0.44561
H 0.66990 -0.23869 -3.75316
H 1.61772 -0.39875 1.78122
H -1.30720 -0.67530 -1.96977
H 0.09664 0.01196 3.41132
H -1.55949 0.42151 2.90560
H 1.90667 -1.02434 -2.78583
H -0.26058 1.61463 2.74610

2.
Computed, not measured: a structure of composition F2H10O5Pb, with wB97M-V/def2-TZVPD.

Properties
ΔE to the lowest compared entry with this formula, charge and spin, kJ/mol: 96.2
Lowest unoccupied orbital energy, eV: -0.70
Strongest force on any atom, Eh/bohr: 0.1030

Atoms and positions in Å:
Pb 0.50162 -0.41004 0.34919
F 1.94077 0.31395 2.60498
F 2.47301 -1.97164 0.53871
O 0.66609 2.26275 0.53936
O -1.07930 -2.47273 -0.03433
O -1.23948 0.51310 -1.48261
O -1.64216 0.15875 1.78205
O 2.14719 0.52760 -1.51565
H -2.06217 0.54129 2.55244
H -1.31109 0.01889 -2.29922
H -1.66117 -3.02718 0.48552
H -2.12362 0.50027 -1.11601
H -2.22405 -0.55506 1.52107
H 2.82444 0.18363 -2.09811
H -0.62884 -3.08076 -0.62051
H 0.30303 3.08093 0.20024
H 1.52487 0.96017 -2.10030
H 1.59086 2.45608 0.69317

no.,total energy (eV)
1,-7853.466
2,-21081.338